(1)
C28H30CoN3PS2Te4 as an isolated structure in a non-equilibrium geometry, computed with the ωB97M-V functional and the def2-TZVPD basis.

Geometry as XYZ:
```
69
Properties=species:S:1:pos:R:3:forces:R:3
Co 0.191 -1.151 0.312 5.3828 3.7321 8.2944
C 3.498 -0.493 -0.514 -0.1347 0.4461 -0.0514
N 2.741 -1.729 -0.537 0.3959 -0.4360 0.0265
C 2.859 -2.392 -1.830 -0.2550 0.3108 -0.1461
C 3.115 -2.572 0.564 -0.3069 0.3025 -0.0496
C 4.176 -3.454 0.432 -0.0880 -0.1535 0.3097
C 4.502 -4.321 1.463 0.2029 -0.1374 -0.2168
C 3.732 -4.314 2.612 -0.0362 -0.0405 0.2618
C 2.691 -3.415 2.767 0.0999 -0.2337 -0.2881
C 2.372 -2.481 1.766 -0.1916 -0.0798 0.0733
N 1.307 -1.591 1.895 0.9219 -0.3306 -0.5583
C 1.038 -1.075 3.124 0.2554 -0.0689 0.3917
C 1.948 -1.089 4.208 -0.1027 0.2061 0.1023
C 1.602 -0.581 5.444 0.1415 0.0261 0.0715
C 0.360 -0.001 5.658 -0.1998 0.1220 0.1165
C -0.514 0.105 4.585 0.2544 -0.1734 0.1515
C -0.182 -0.415 3.346 -0.2318 -0.0743 -0.1093
N -1.037 -0.172 2.195 0.4335 0.0933 0.5233
C -2.401 -0.638 2.447 0.0014 -0.0704 0.0146
C -0.998 1.274 1.996 -0.1219 0.6281 -0.2824
H 4.582 -0.667 -0.615 0.0291 -0.1030 0.0098
H 3.322 0.041 0.422 -0.0505 -0.0662 -0.0035
H 3.189 0.156 -1.338 -0.1504 -0.0663 0.0454
H 3.881 -2.358 -2.237 0.0828 -0.1416 0.0809
H 2.216 -1.882 -2.550 -0.0806 0.0745 0.0529
H 2.523 -3.425 -1.752 0.0272 0.0241 -0.0011
H 4.734 -3.482 -0.496 -0.0083 0.0294 0.0181
H 5.326 -5.015 1.346 -0.0128 -0.0269 0.0381
H 3.933 -5.029 3.402 0.0068 -0.0028 0.0102
H 2.082 -3.453 3.660 0.0252 -0.0405 -0.0507
H 2.940 -1.490 4.056 -0.0712 0.0629 0.0830
H 2.321 -0.624 6.255 0.0131 -0.0024 -0.0153
H 0.083 0.391 6.629 0.0301 -0.0062 0.0016
H -1.460 0.615 4.716 -0.0022 -0.0217 -0.0094
H -2.819 -0.208 3.366 0.0412 -0.0262 0.0158
H -2.410 -1.726 2.529 0.0281 0.0429 -0.0287
H -3.043 -0.334 1.635 -0.1153 0.0124 -0.4136
H -1.532 1.835 2.777 0.0882 -0.1537 0.1392
H -1.449 1.552 1.061 -0.3099 -0.0873 -0.5389
H 0.034 1.628 1.959 0.0010 -0.1687 0.0863
Te -2.676 -4.369 -1.417 -0.9242 -4.8470 -0.9843
Te -4.110 -6.451 -2.132 -0.9581 -0.8686 -0.3228
Te -3.206 -1.761 -1.434 -5.8116 1.3441 -2.3827
Te -1.067 -2.508 -0.601 1.9031 -5.0228 -0.2446
S -3.330 0.676 -1.051 -1.4191 1.3646 0.8961
P -1.758 1.744 -1.635 0.7020 2.1145 -0.5217
S -0.246 -0.304 -1.347 0.3425 2.5102 -4.5455
C -2.459 3.484 -1.535 0.1564 -0.0801 0.1381
C -3.803 3.847 -1.593 0.0346 0.2176 -0.0521
C -4.188 5.155 -1.328 -0.1002 -0.0627 -0.0752
C -3.244 6.115 -0.993 0.0608 0.1599 0.0078
C -1.902 5.766 -0.926 -0.0163 0.0099 -0.0274
C -1.521 4.458 -1.187 -0.1183 0.0840 -0.0785
C -1.561 1.596 -3.465 0.3357 -0.3779 0.1416
C -2.247 0.625 -4.187 -0.0102 0.1853 -0.0425
C -1.756 0.148 -5.395 -0.0528 0.1937 0.0797
C -0.583 0.676 -5.910 0.0484 -0.1305 -0.2232
C 0.071 1.702 -5.241 0.0602 0.2193 0.0901
C -0.405 2.153 -4.021 -0.2430 -0.0557 -0.0907
H -4.557 3.108 -1.836 0.0695 -0.0857 0.0233
H -5.238 5.422 -1.381 0.0041 0.0259 0.0226
H -3.549 7.134 -0.781 -0.0325 -0.0131 0.0122
H -1.157 6.503 -0.649 -0.0190 0.0201 -0.0104
H -0.478 4.169 -1.099 -0.0259 -0.0135 0.0255
H -3.160 0.224 -3.777 -0.0516 -0.1975 0.1338
H -2.279 -0.657 -5.896 0.0449 0.0128 -0.0748
H -0.160 0.276 -6.824 -0.0333 0.0226 -0.0272
H 0.982 2.129 -5.646 -0.0167 -0.0408 -0.0479
H 0.133 2.920 -3.472 0.0784 -0.0898 0.0256
```
Positions in Å, forces in eV/Å.

Computed properties:
- 2S+1 = 4
- E_LUMO (spin up / spin down) (eV) = 4.21 / 3.89
- charge = -2
- gap between HOMO and LUMO (spin up / spin down) (eV) = 4.9 / 4.4
- E (eV) = -131748.898
- molar mass (g/mol) = 1073.010


(2)
A 2-piece molecular cluster, C2H10N2OP overall in a non-equilibrium geometry, computed with the ωB97M-V functional and the def2-TZVPD basis.

Geometry as XYZ:
```
16
Properties=species:S:1:pos:R:3:forces:R:3
C 1.306 1.200 -0.420 1.7102 3.9723 1.8696
C 1.695 -0.085 0.197 -1.2273 2.1075 -0.9076
N -1.944 -1.086 -0.091 0.0741 -0.9324 0.8411
N 0.724 -0.885 0.261 -1.9949 -4.2842 0.7017
O 2.859 -0.413 0.611 3.0940 1.1472 0.1598
P -2.264 0.462 0.702 2.0228 0.7785 -2.2046
H 0.377 1.700 0.030 1.2554 -1.2448 -0.7112
H 1.241 1.070 -1.458 -0.5193 -0.2258 -1.5364
H 2.131 2.026 -0.306 -1.3093 -1.6071 -0.0453
H -2.359 -1.247 -0.994 -0.2085 0.3003 -0.3595
H -0.337 -0.997 -0.069 0.3638 1.4897 -0.0164
H 0.836 -1.833 0.627 1.0127 0.2837 0.2449
H -2.300 -1.853 0.493 0.3743 0.2733 -0.1410
H 3.610 0.291 0.474 -2.2829 -1.6668 0.3082
H -1.969 1.185 -0.651 -0.6663 -0.6562 2.0735
H -3.605 0.465 0.594 -1.6988 0.2650 -0.2767
```
Positions in Å, forces in eV/Å.

Computed properties:
- E_LUMO (eV) = -3.10
- charge = +1
- gap between HOMO and LUMO (eV) = 10.7
- E (eV) = -16545.245
- molar mass (g/mol) = 109.089
- ΔE to the lowest compared entry with this formula, charge and spin (kcal per mole) = 0.00


(3)
A 2-piece molecular cluster, C6H8Si overall in a non-equilibrium geometry, computed with the ωB97M-V functional and the def2-TZVPD basis.

Geometry as XYZ:
```
15
Properties=species:S:1:pos:R:3:forces:R:3
C -1.734 0.623 1.622 -0.1389 -0.0442 0.0550
C -1.668 1.024 0.405 0.1200 0.9005 0.3681
C 0.253 -0.886 -2.346 -3.1512 -1.0614 2.4845
C 1.285 -0.448 -2.713 2.8145 0.4372 -0.9870
C -1.399 -0.438 0.590 0.5045 -1.2352 -1.7757
C 1.461 0.172 0.933 3.1824 0.0920 -1.1882
Si 0.342 -1.293 0.750 -1.1808 -0.0689 -0.3325
H -1.783 0.738 2.686 -0.3090 0.1892 0.0329
H -1.801 1.814 -0.318 0.2141 -0.1094 0.1172
H -0.590 -1.200 -1.682 0.9348 0.4365 -1.5868
H 2.301 -0.253 -3.022 -0.6798 0.1727 -0.0131
H -2.192 -1.033 0.058 0.2911 -0.0411 1.2749
H 1.646 0.988 0.144 -1.0585 -0.8411 1.3846
H 1.365 0.509 1.969 -0.0947 0.5784 -0.0515
H 2.514 -0.318 0.925 -1.4485 0.5948 0.2174
```
Positions in Å, forces in eV/Å.

Computed properties:
- E_LUMO (eV) = -0.01
- gap between HOMO and LUMO (eV) = 7.6
- E (eV) = -14221.939
- molar mass (g/mol) = 108.216
- ΔE to the lowest compared entry with this formula, charge and spin (kcal per mole) = 131.67


(4)
A 2-piece molecular cluster, C2H6OS2 overall in a non-equilibrium geometry, computed with the ωB97M-V functional and the def2-TZVPD basis.

Geometry as XYZ:
```
11
Properties=species:S:1:pos:R:3:forces:R:3
O -0.078 -0.366 1.854 0.1518 0.0314 0.3597
C -1.254 -0.180 1.940 -0.5903 -0.0151 -0.9388
H -1.866 0.065 1.025 0.2741 -0.0416 0.4707
H -1.823 -0.265 2.873 0.0435 -0.0125 0.2926
C 0.761 1.009 -0.834 -0.0040 -0.7286 -0.2016
S 1.899 -0.416 -0.707 -0.3433 -0.0142 -0.6352
S 0.701 -2.064 -1.194 -0.0458 0.1789 0.6253
H 1.372 1.821 -1.213 -0.0070 0.2573 0.2569
H 0.252 1.211 0.101 0.2151 0.1704 0.0995
H 0.014 0.788 -1.593 0.0052 -0.0111 -0.0903
H 0.021 -1.603 -2.253 0.3008 0.1852 -0.2388
```
Positions in Å, forces in eV/Å.

Computed properties:
- E_LUMO (eV) = 0.58
- gap between HOMO and LUMO (eV) = 8.8
- E (eV) = -25887.990
- molar mass (g/mol) = 110.203
- ΔE to the lowest compared entry with this formula, charge and spin (kcal per mole) = 16.30
- SMILES string = C=O.CSS


Q: Which of these has the lowest E?
A: C28H30CoN3PS2Te4


Q: What is the E in the second record?
A: -16545.245 eV


Q: Number 3 is which compound?
A: C6H8Si


Q: Among the records above, which one has the highest molar mass?
A: C28H30CoN3PS2Te4